C21H20BrN5O11Ti as an isolated structure in a non-equilibrium geometry, computed with ωB97M-V/def2-TZVPD.

Geometry as XYZ:
```
59
Properties=species:S:1:pos:R:3:lowdin_spin:R:1
Ti 0.107 0.575 -0.287 0.9632
O -3.199 3.971 0.474 0.0002
C -2.599 3.187 1.382 0.0007
O -1.988 3.537 2.341 0.0006
C -2.810 1.732 1.090 0.0023
O -1.950 1.204 0.086 0.0195
C -2.418 1.484 -1.282 0.0031
C -1.369 2.432 -1.904 0.0007
O -1.701 3.209 -2.799 -0.0006
O -0.153 2.218 -1.449 -0.0039
H -3.192 4.922 0.745 0.0000
H -3.831 1.614 0.770 -0.0001
H -2.590 1.181 1.958 0.0003
H -3.377 1.959 -1.335 0.0006
H -2.454 0.507 -1.784 0.0001
O 0.933 -0.721 0.794 0.1278
C 1.502 -1.808 0.305 0.3144
C 1.223 -2.341 -0.910 0.0346
C 1.879 -3.492 -1.413 0.1537
C 1.569 -3.995 -2.668 0.0039
C 0.503 -3.538 -3.422 0.1518
C -0.157 -2.396 -3.032 0.0026
C 0.158 -1.814 -1.829 0.1069
O -0.577 -0.766 -1.445 0.0853
N 2.335 -5.187 -3.065 -0.0059
O 3.197 -5.756 -2.427 -0.0073
O 2.041 -5.522 -4.206 -0.0124
H 2.316 -2.270 0.871 0.0163
H 2.495 -4.021 -0.694 0.0058
H 0.290 -4.097 -4.308 0.0092
H -0.939 -1.987 -3.689 -0.0033
O -3.698 -4.434 3.323 0.0001
C -3.094 -3.346 2.806 0.0002
C -2.904 -3.241 1.435 0.0003
C -2.189 -2.117 0.985 0.0008
N -1.695 -1.146 1.768 0.0033
C -1.940 -1.304 3.062 0.0002
Br -1.217 0.138 4.146 0.0017
C -2.655 -2.303 3.672 0.0000
H -4.029 -4.978 2.608 0.0000
H -3.156 -4.049 0.749 0.0000
H -2.016 -1.949 -0.114 0.0004
H -2.747 -2.323 4.751 0.0000
C 4.414 2.225 -1.649 0.0001
N 3.643 2.427 -0.438 0.0005
C 3.901 3.474 0.449 0.0004
C 3.032 3.962 1.345 -0.0001
C 1.758 3.243 1.396 0.0020
N 1.507 2.190 0.647 0.0071
C 2.384 1.842 -0.320 0.0042
O 2.047 0.994 -1.173 0.0061
N 0.810 3.643 2.227 0.0013
H 4.989 3.136 -1.909 0.0000
H 3.721 2.055 -2.465 0.0000
H 5.015 1.330 -1.558 0.0000
H 4.876 3.969 0.334 0.0000
H 3.197 4.875 1.971 0.0000
H 0.877 4.471 2.762 0.0000
H -0.072 3.194 2.320 0.0010
```

The largest force on an atom comes out at 3.9 eV/Å. Its spin multiplicity is 3. The calculation puts the energy above the lowest of the compared OMol25 structures with the same formula, charge and spin at 7.4 kJ/mol. As for the charge: 0. The value obtained for the orbital gap (spin up / spin down) is 5.467 / 8.113 eV.

***

C16H14ClN3O3 in the gas phase, computed with ωB97M-V/def2-TZVPD.

Geometry as XYZ:
```
37
Properties=species:S:1:pos:R:3:nbo_charge:R:1
C 2.765 -1.880 0.181 -0.6603
C 1.701 -2.733 0.790 -0.0386
C 1.937 -3.478 1.941 -0.1661
C 0.942 -4.288 2.463 -0.2437
C -0.273 -4.343 1.800 0.0288
N -0.524 -3.637 0.712 -0.4147
C 0.422 -2.849 0.231 0.3217
N 0.084 -2.135 -0.945 -0.6363
C -0.208 -0.816 -1.047 0.6822
O -0.438 -0.282 -2.106 -0.5945
C -0.252 -0.072 0.290 -0.3425
N -0.113 1.355 0.103 -0.4142
C 1.078 1.915 0.435 0.6699
O 1.994 1.281 0.923 -0.6172
C 1.161 3.418 0.231 -0.1530
O 0.464 3.894 -0.896 -0.4732
C -0.780 3.361 -1.062 0.2671
C -1.716 4.086 -1.785 -0.2255
C -2.990 3.590 -1.984 -0.2284
C -3.321 2.361 -1.442 -0.0622
Cl -4.914 1.730 -1.655 0.0067
C -2.396 1.611 -0.734 -0.1876
C -1.109 2.098 -0.550 0.1056
H 3.746 -2.307 0.377 0.2213
H 2.750 -0.874 0.604 0.2606
H 2.621 -1.790 -0.893 0.2308
H 2.907 -3.428 2.414 0.2183
H 1.112 -4.872 3.353 0.2228
H -1.083 -4.972 2.144 0.1972
H -0.105 -2.687 -1.771 0.4192
H -1.193 -0.310 0.793 0.2329
H 0.571 -0.387 0.934 0.2691
H 0.779 3.900 1.148 0.1944
H 2.207 3.702 0.100 0.2267
H -1.421 5.040 -2.191 0.2314
H -3.716 4.152 -2.549 0.2305
H -2.688 0.646 -0.359 0.2208
```

The largest force on an atom comes out at 0.7 eV/Å. The calculation puts the energy above the lowest of the compared OMol25 structures with the same formula, charge and spin at 0.0 kJ/mol. As for the charge: 0. The value obtained for the orbital gap is 8.984 eV. The SMILES is Cc1cccnc1NC(=O)CN1C(=O)COc2ccc(Cl)cc21.

***

An isolated ion of composition C4H11N2 and charge +1 in a non-equilibrium geometry, computed with ωB97M-V/def2-TZVPD.

Geometry as XYZ:
```
17
Properties=species:S:1:pos:R:3:nbo_charge:R:1
C 2.044 -0.075 0.469 -0.4575
N 0.848 0.736 0.337 -0.1703
C 0.286 0.900 -0.987 -0.0513
N -0.543 0.162 -0.038 -0.1216
C -1.596 0.734 0.695 -0.4403
C -0.746 -1.272 -0.320 -0.4447
H 2.094 -0.533 1.509 0.2402
H 2.257 -0.913 -0.239 0.2054
H 2.812 0.573 0.303 0.2497
H 0.076 1.942 -1.256 0.2477
H 0.614 0.174 -1.822 0.2252
H -1.952 0.001 1.484 0.2518
H -1.424 1.850 1.013 0.2768
H -2.484 0.808 -0.027 0.2410
H -0.972 -1.740 0.577 0.2330
H -1.527 -1.526 -1.108 0.2662
H 0.213 -1.821 -0.591 0.2485
```

The largest force on an atom comes out at 4.4 eV/Å. The calculation puts the energy above the lowest of the compared OMol25 structures with the same formula, charge and spin at 403.0 kJ/mol. As for the charge: +1. The value obtained for the orbital gap is 12.641 eV. The SMILES is CN1C[N+]1(C)C.

***

Question: Which of these has the lowest largest force on an atom?
Answer: C16H14ClN3O3

***

Question: Look up the largest force on an atom of the first one.
Answer: 3.9 eV/Å

***

Question: Which of these has the highest charge?
Answer: C4H11N2